Here is a molecular structure, C30H36N5O3PPtTe from the OMol25 dataset. Energies are from ωB97M-V/def2-TZVPD.

Values from the calculation:
Total charge: 0
Gap between HOMO and LUMO: 6.74 eV
Energy relative to the best compared isomer or geometry (same formula, charge and spin): 0.000 eV

Each line ends with the Mulliken charge.
CARTESIAN COORDINATES (ANGSTROEM)
Pt: -0.550 -0.179 1.020  0.863
C: 2.743 -0.168 4.509  -0.764
O: 2.903 1.090 3.833  -0.511
C: 1.773 1.897 3.876  0.558
C: 1.782 3.025 4.657  -0.597
C: 0.687 3.891 4.636  -0.766
C: -0.373 3.598 3.811  -1.024
C: -0.407 2.457 2.989  0.530
C: -1.569 2.339 2.124  -0.332
N: -1.738 1.409 1.261  0.353
N: -2.867 1.427 0.466  -1.061
C: -2.892 0.361 -0.292  0.223
O: -1.996 -0.575 -0.286  0.283
C: -4.013 0.181 -1.246  0.002
C: -3.998 -0.918 -2.100  0.157
C: -5.034 -1.104 -3.003  -0.527
C: -6.084 -0.198 -3.057  -0.441
C: -6.098 0.898 -2.204  -0.635
C: -5.065 1.091 -1.301  -0.378
C: 0.684 1.550 3.029  0.453
O: 0.841 0.446 2.336  -1.124
H: 3.678 -0.711 4.382  0.298
H: 1.922 -0.737 4.076  0.215
H: 2.566 0.009 5.571  0.324
H: 2.649 3.221 5.276  0.473
H: 0.677 4.780 5.251  0.420
H: -1.222 4.271 3.775  0.368
H: -2.341 3.102 2.192  0.406
H: -3.177 -1.619 -2.047  0.159
H: -5.017 -1.959 -3.667  0.378
H: -6.892 -0.345 -3.762  0.392
H: -6.917 1.605 -2.243  0.384
H: -5.062 1.939 -0.631  0.449
C: -3.381 -4.873 -3.745  -1.665
C: -2.436 -4.292 -2.728  0.598
C: -1.246 -3.693 -3.108  -1.143
C: -0.353 -3.168 -2.173  1.160
C: 0.902 -2.508 -2.677  -1.336
C: -0.665 -3.246 -0.813  -0.189
Te: 0.668 -2.459 0.648  -0.226
C: -1.877 -3.825 -0.408  1.303
C: -2.305 -3.866 1.032  -1.727
C: -2.735 -4.342 -1.372  -0.744
H: -3.111 -4.566 -4.755  0.351
H: -4.408 -4.558 -3.553  0.335
H: -3.366 -5.965 -3.714  0.396
H: -0.999 -3.626 -4.163  0.223
H: 0.951 -2.555 -3.765  0.391
H: 1.798 -2.973 -2.264  0.385
H: 0.932 -1.459 -2.371  0.074
H: -2.442 -2.852 1.414  0.232
H: -1.550 -4.338 1.662  0.363
H: -3.245 -4.408 1.137  0.395
H: -3.674 -4.785 -1.053  0.282
C: 4.525 2.205 1.023  -0.692
N: 3.235 1.426 0.984  0.767
C: 2.163 2.296 0.337  -0.178
N: 2.576 2.727 -0.959  0.188
C: 3.841 3.443 -0.872  -0.921
N: 4.912 2.641 -0.284  0.050
C: 5.286 1.522 -1.164  -0.725
P: 3.902 0.322 -1.517  -0.123
C: 3.391 0.133 0.253  0.425
C: 2.622 1.615 -1.917  -0.568
H: 5.284 1.561 1.465  0.404
H: 4.350 3.063 1.674  0.275
H: 2.950 1.196 1.952  -0.050
H: 2.019 3.147 1.003  0.293
H: 1.259 1.688 0.287  -0.407
H: 3.695 4.330 -0.253  0.335
H: 4.145 3.758 -1.870  0.354
H: 6.118 0.977 -0.711  0.422
H: 5.656 1.933 -2.105  0.416
H: 4.121 -0.470 0.796  0.656
H: 2.431 -0.383 0.284  -0.718
H: 1.641 1.136 -1.953  0.331
H: 2.822 2.019 -2.912  0.479

Cartesian forces (eV/Å) of the 3 atoms listed first:
Pt -0.1 -0.1 -0.1
C 0.0 0.0 0.0
O 0.0 0.0 0.0

Here is a single C17H17N3O2 molecule in a non-equilibrium geometry from the OMol25 dataset. Energies are from ωB97M-V/def2-TZVPD.

Values from the calculation:
Total charge: 0
Gap between HOMO and LUMO: 7.70 eV
Energy relative to the best compared isomer or geometry (same formula, charge and spin): 1.632 eV
Structure (SMILES): CCC/N=C1/N/C(=C\c2ccco2)C(=O)N1c1ccccc1

Each line ends with the natural charge from an NBO analysis.
CARTESIAN COORDINATES (ANGSTROEM)
C: -0.226 -3.246 2.462  -0.609
C: -1.601 -2.599 2.366  -0.390
C: -1.508 -1.157 1.861  -0.236
N: -1.086 -1.179 0.490  -0.516
C: -0.412 -0.288 -0.090  0.596
N: 0.024 -0.464 -1.385  -0.582
C: 0.879 0.537 -1.776  0.077
C: 1.565 0.707 -2.926  -0.249
C: 1.574 -0.132 -4.080  0.233
C: 0.875 -1.263 -4.451  -0.291
C: 1.338 -1.617 -5.735  -0.314
C: 2.281 -0.689 -6.062  0.101
O: 2.428 0.206 -5.079  -0.386
C: 0.923 1.494 -0.650  0.660
O: 1.522 2.540 -0.570  -0.561
N: 0.101 0.953 0.323  -0.500
C: -0.267 1.675 1.482  0.218
C: 0.714 2.116 2.360  -0.221
C: 0.351 2.856 3.471  -0.200
C: -0.980 3.155 3.707  -0.207
C: -1.954 2.726 2.819  -0.204
C: -1.602 1.996 1.700  -0.238
H: 0.256 -3.233 1.487  0.210
H: 0.403 -2.705 3.166  0.198
H: -0.310 -4.278 2.795  0.208
H: -2.225 -3.166 1.676  0.203
H: -2.080 -2.596 3.347  0.196
H: -0.827 -0.584 2.504  0.179
H: -2.499 -0.691 1.922  0.195
H: -0.124 -1.331 -1.869  0.425
H: 2.192 1.586 -2.981  0.252
H: 0.113 -1.772 -3.897  0.212
H: 1.013 -2.445 -6.331  0.231
H: 2.891 -0.566 -6.935  0.206
H: 1.749 1.883 2.163  0.230
H: 1.112 3.199 4.155  0.218
H: -1.259 3.729 4.577  0.217
H: -2.992 2.971 2.994  0.218
H: -2.351 1.673 0.992  0.223

Cartesian forces (eV/Å) of the 3 atoms listed first:
C -0.3 0.0 0.0
C 0.2 0.3 0.1
C -0.2 -0.1 0.4

Here is 4 unconnected molecules or ions with the total composition C4H17NO3 in a non-equilibrium geometry from the OMol25 dataset. Energies are from ωB97M-V/def2-TZVPD.

Values from the calculation:
Total charge: 0
Gap between HOMO and LUMO: 9.23 eV
Energy relative to the best compared isomer or geometry (same formula, charge and spin): 1.607 eV
Structure (SMILES): CNC(C)C.O.O.O

Each line ends with the natural charge from an NBO analysis.
CARTESIAN COORDINATES (ANGSTROEM)
C: -2.197 0.279 -1.057  -0.442
N: -1.058 -0.232 -0.370  -0.651
C: 0.118 -0.689 -1.092  -0.037
C: 0.759 0.511 -1.922  -0.631
C: -0.332 -1.843 -1.986  -0.637
H: -2.113 0.337 -2.153  0.188
H: -2.632 1.272 -0.908  0.206
H: -3.074 -0.343 -0.894  0.184
H: -0.813 0.418 0.365  0.372
H: 0.916 -0.893 -0.383  0.197
H: 1.807 0.678 -1.676  0.169
H: 0.234 1.442 -1.772  0.216
H: 0.881 0.368 -3.003  0.210
H: -0.073 -2.746 -1.429  0.218
H: 0.247 -1.999 -2.920  0.207
H: -1.319 -1.872 -2.437  0.228
O: 0.176 2.037 2.175  -0.944
H: 1.121 1.857 2.216  0.476
H: -0.060 1.806 3.098  0.474
O: -1.531 -0.594 3.291  -0.946
H: -2.015 -1.236 2.770  0.474
H: -1.088 -0.062 2.617  0.469
O: 3.697 0.194 0.186  -0.934
H: 3.568 -0.754 0.097  0.468
H: 3.154 0.566 -0.524  0.466

Cartesian forces (eV/Å) of the 3 atoms listed first:
C -1.8 -0.1 -2.0
N 0.5 0.5 1.9
C -0.7 2.4 -2.1

Here is a molecular structure, C31H25F4MoN4Sb2 from the OMol25 dataset. Energies are from ωB97M-V/def2-TZVPD.

Values from the calculation:
Total charge: +3
Gap between HOMO and LUMO: 5.13 eV
Energy relative to the best compared isomer or geometry (same formula, charge and spin): 0.447 eV

Each line ends with the natural charge from an NBO analysis.
CARTESIAN COORDINATES (ANGSTROEM)
Mo: -0.138 1.432 0.577  0.456
C: -3.994 -0.070 0.848  -0.950
Sb: -2.810 1.656 1.124  1.262
C: -3.345 2.452 3.010  -0.929
C: -3.654 3.126 -0.273  -0.645
C: -3.977 2.563 -1.606  -0.065
C: -5.249 2.020 -1.814  -0.195
C: -5.617 1.504 -3.041  -0.166
C: -4.709 1.520 -4.097  -0.164
C: -3.450 2.055 -3.910  -0.192
C: -3.061 2.582 -2.675  -0.075
C: -1.702 3.171 -2.549  -0.669
Sb: -0.156 1.680 -2.127  1.318
C: -0.632 0.064 -3.384  -0.954
C: 1.601 2.559 -2.910  -0.935
H: -4.527 0.032 -0.096  0.267
H: -4.704 -0.135 1.670  0.271
H: -3.371 -0.960 0.826  0.252
H: -4.429 2.552 3.012  0.268
H: -2.880 3.424 3.154  0.264
H: -3.037 1.767 3.797  0.265
H: -2.981 3.978 -0.274  0.247
H: -4.554 3.404 0.279  0.272
H: -5.973 2.041 -1.007  0.228
H: -6.614 1.112 -3.187  0.251
H: -4.997 1.138 -5.067  0.251
H: -2.762 2.102 -4.747  0.225
H: -1.598 3.962 -1.813  0.245
H: -1.335 3.552 -3.504  0.275
H: -0.510 0.401 -4.414  0.271
H: -1.663 -0.240 -3.217  0.260
H: 0.074 -0.739 -3.191  0.272
H: 1.494 2.567 -3.994  0.271
H: 2.464 1.961 -2.631  0.266
H: 1.697 3.576 -2.537  0.260
F: 3.407 0.264 3.382  -0.279
C: 4.254 -0.553 2.763  0.327
C: 5.290 -1.089 3.458  0.453
F: 5.428 -0.780 4.719  -0.228
C: 6.227 -1.993 2.835  -0.173
C: 5.978 -2.287 1.443  0.468
C: 4.927 -1.742 0.773  0.298
F: 4.750 -2.045 -0.505  -0.257
C: 4.026 -0.844 1.397  0.048
C: 2.941 -0.268 0.674  -0.412
C: 2.134 0.742 1.168  0.504
N: 1.587 1.727 1.568  -0.469
C: 2.602 -0.564 -0.686  0.324
N: 2.181 -0.649 -1.753  -0.323
F: 6.777 -3.096 0.801  -0.225
C: 7.286 -2.542 3.525  0.074
C: 8.224 -3.441 2.939  0.172
N: 9.020 -4.140 2.490  -0.032
C: 7.548 -2.268 4.900  0.173
N: 7.774 -2.099 6.015  -0.037
C: -0.476 -0.283 0.472  0.149
C: -0.691 -1.678 0.542  -0.253
C: -0.696 -2.483 -0.611  -0.150
C: -0.948 -3.833 -0.491  -0.187
C: -1.194 -4.389 0.763  -0.105
C: -1.186 -3.600 1.910  -0.205
C: -0.933 -2.248 1.809  -0.149
H: -0.491 -2.047 -1.578  0.228
H: -0.953 -4.462 -1.371  0.253
H: -1.392 -5.449 0.846  0.254
H: -1.378 -4.047 2.877  0.255
H: -0.922 -1.623 2.694  0.226

Cartesian forces (eV/Å) of the 3 atoms listed first:
Mo -0.6 0.0 -0.2
C 0.0 0.0 0.0
Sb -0.1 0.0 0.1

Repeat the second record exactly.
Here is a single C17H17N3O2 molecule in a non-equilibrium geometry from the OMol25 dataset. Energies are from ωB97M-V/def2-TZVPD.

Values from the calculation:
Total charge: 0
Gap between HOMO and LUMO: 7.70 eV
Energy relative to the best compared isomer or geometry (same formula, charge and spin): 1.632 eV
Structure (SMILES): CCC/N=C1/N/C(=C\c2ccco2)C(=O)N1c1ccccc1

Each line ends with the natural charge from an NBO analysis.
CARTESIAN COORDINATES (ANGSTROEM)
C: -0.226 -3.246 2.462  -0.609
C: -1.601 -2.599 2.366  -0.390
C: -1.508 -1.157 1.861  -0.236
N: -1.086 -1.179 0.490  -0.516
C: -0.412 -0.288 -0.090  0.596
N: 0.024 -0.464 -1.385  -0.582
C: 0.879 0.537 -1.776  0.077
C: 1.565 0.707 -2.926  -0.249
C: 1.574 -0.132 -4.080  0.233
C: 0.875 -1.263 -4.451  -0.291
C: 1.338 -1.617 -5.735  -0.314
C: 2.281 -0.689 -6.062  0.101
O: 2.428 0.206 -5.079  -0.386
C: 0.923 1.494 -0.650  0.660
O: 1.522 2.540 -0.570  -0.561
N: 0.101 0.953 0.323  -0.500
C: -0.267 1.675 1.482  0.218
C: 0.714 2.116 2.360  -0.221
C: 0.351 2.856 3.471  -0.200
C: -0.980 3.155 3.707  -0.207
C: -1.954 2.726 2.819  -0.204
C: -1.602 1.996 1.700  -0.238
H: 0.256 -3.233 1.487  0.210
H: 0.403 -2.705 3.166  0.198
H: -0.310 -4.278 2.795  0.208
H: -2.225 -3.166 1.676  0.203
H: -2.080 -2.596 3.347  0.196
H: -0.827 -0.584 2.504  0.179
H: -2.499 -0.691 1.922  0.195
H: -0.124 -1.331 -1.869  0.425
H: 2.192 1.586 -2.981  0.252
H: 0.113 -1.772 -3.897  0.212
H: 1.013 -2.445 -6.331  0.231
H: 2.891 -0.566 -6.935  0.206
H: 1.749 1.883 2.163  0.230
H: 1.112 3.199 4.155  0.218
H: -1.259 3.729 4.577  0.217
H: -2.992 2.971 2.994  0.218
H: -2.351 1.673 0.992  0.223

Cartesian forces (eV/Å) of the 3 atoms listed first:
C -0.3 0.0 0.0
C 0.2 0.3 0.1
C -0.2 -0.1 0.4

Question: The lowest gap between HOMO and LUMO belongs to which entry?
Answer: C31H25F4MoN4Sb2